Entry 1:
ORCA calculation (wB97M-V/def2-TZVPD) on a single C5H8N2 molecule.

Output
E_LUMO (alpha / beta): 0.1 / 0.1 eV
electronic energy: -304.6464 Eh

```
! wB97M-V def2-TZVPD RIJCOSX def2/J DEFGRID3
* xyz 0 1
C 1.04458 -0.96601 0.16606
C 0.45189 0.33234 0.09078
C -0.14984 0.92058 1.35339
N -0.00858 0.84174 -1.15537
C -1.29827 0.18238 -1.19537
C -1.21978 -1.17994 -1.03677
N -0.77694 -2.25909 -0.81904
H 1.25809 -1.39948 1.13854
H 1.68495 0.34785 0.18906
H 1.49799 -1.40567 -0.71449
H -0.58719 1.89369 1.12678
H -0.92650 0.26727 1.75830
H 0.61806 1.05316 2.12258
H 0.60996 0.60107 -1.92730
H -2.19841 0.77010 -1.09716
*
```

Entry 2:
ORCA calculation (wB97M-V/def2-TZVPD) on a molecular structure, C22H34Cl4CsF5Mg2N2O11S in a non-equilibrium geometry.

Output
E_LUMO: -4.8 eV
electronic energy: -4953.6810 Eh

```
! wB97M-V def2-TZVPD RIJCOSX def2/J DEFGRID3
* xyz 0 1
C -2.40527 -4.66023 7.28021
C -3.23342 -3.33613 7.20165
C -3.07586 -2.73795 5.74725
C -4.30249 -3.25871 4.92248
C -4.41363 -2.65359 3.49896
C -3.15854 -2.92817 2.58601
C -2.78370 -4.40570 2.33689
C -1.65017 -4.97475 3.27585
O -1.86887 -5.96278 3.82144
Cl -0.01369 -4.23312 3.54185
C -3.74360 -2.50870 1.15517
C -2.75434 -1.47043 0.50568
C -2.59902 -1.57650 -1.04512
C -2.90931 -0.19224 -1.73032
C -1.67161 0.61711 -2.09561
F -0.51025 0.02644 -2.40971
C -1.69708 1.92331 -2.12138
F -2.85348 2.55478 -2.08166
F -0.57341 2.58712 -2.20432
O -1.56889 -1.62486 1.31713
C -2.03233 -1.85455 2.63692
O -1.59143 -1.27546 3.52653
H -2.31014 -5.00284 8.32917
H -2.96314 -5.44787 6.73682
H -1.41252 -4.49126 6.83381
H -4.30054 -3.60367 7.34057
H -2.96273 -2.61325 7.98669
H -3.06796 -1.64171 5.83932
H -2.18042 -3.14572 5.24589
H -4.35800 -4.36757 4.91693
H -5.19548 -2.92878 5.49547
H -4.69255 -1.58035 3.50068
H -5.25873 -3.18067 2.99832
H -2.50432 -4.59481 1.24923
H -3.69238 -5.00706 2.52720
H -4.01257 -3.36974 0.50476
H -4.70747 -1.96462 1.25323
H -3.16184 -0.50931 0.90714
H -3.21076 -2.39078 -1.46948
H -1.53198 -1.79781 -1.24045
H -3.48141 0.43576 -1.01818
H -3.56384 -0.34899 -2.61135
F 1.69328 -0.13750 -3.42306
Mg -0.51288 -5.19151 0.95797
F -1.33050 0.93786 4.06038
O -1.56199 2.25358 0.38578
S -0.49053 2.55160 1.31976
O -0.51557 3.96118 1.70369
O 0.80443 2.19442 0.75255
O -0.66056 1.66260 2.53847
Mg -5.93842 -0.78881 0.10842
C -0.00883 5.97615 -3.95289
O -1.20329 5.82567 -4.12757
N 0.66277 7.08554 -4.40272
N 0.76553 5.06409 -3.30041
H 1.64468 7.23364 -4.27267
H 0.12539 7.77951 -4.88808
H 0.30958 4.23504 -2.95485
H 1.75297 5.17840 -3.15095
C 5.08025 4.15571 -3.21286
Cl 4.17718 2.66224 -2.90640
Cl 5.80354 4.11949 -4.82026
Cl 4.02385 5.55416 -3.03431
H 5.88241 4.23561 -2.47874
Cs 5.85345 1.29449 -1.48542
O 8.39609 -0.40363 -5.31216
C 9.06855 0.34008 -5.96330
O 10.40067 0.51085 -5.76901
C 10.88889 1.54794 -6.63713
C 9.88148 1.62699 -7.76934
C 8.58251 1.24933 -7.07122
H 10.94830 2.47874 -6.06727
H 11.88511 1.28767 -6.98966
H 9.85483 2.60176 -8.25436
H 10.11918 0.88029 -8.52960
H 8.08990 2.11650 -6.62721
H 7.90228 0.72362 -7.73626
C -4.42229 1.37903 3.67272
O -5.18676 0.51029 4.29033
H -3.33950 1.08970 3.54871
H -4.69225 1.61324 2.60451
H -4.32309 2.38505 4.12298
*
```